Density functional theory data (ωB97M-V/def2-TZVPD) for a cluster of 6 separate species, C30H80N6O13 in total.

Its HOMO energy is -17.847 eV. As for the total charge: +4. The value obtained for the LUMO energy is -0.315 hartree. Its gap between HOMO and LUMO is 9.27 eV. The value obtained for the total energy is -67923.2329 eV. As for the relative energy (zero: lowest compared OMol25 entry of this formula, charge and spin): 0.00 kcal/mol.

Geometry (Å):
1 N -0.71707 0.06662 -0.87821
2 O -1.83839 0.53308 -1.14402
3 O 0.25215 0.82386 -0.66336
4 O -0.55317 -1.18062 -0.83336
5 C 0.89058 3.52327 1.89837
6 O -0.11544 2.89046 2.71097
7 C 0.03612 1.50327 2.86394
8 C -0.65315 1.09949 4.14778
9 N 0.03062 1.71930 5.34436
10 H 1.04199 1.68116 5.18953
11 H -0.21663 2.71010 5.28911
12 C -0.34592 1.09472 6.66354
13 C 0.22852 -0.28602 6.78161
14 O 1.58814 -0.19089 6.46472
15 C 2.36384 -1.33633 6.78103
16 H 0.46785 3.63486 0.90050
17 H 1.80970 2.93424 1.88410
18 H 1.10088 4.48149 2.36742
19 H 1.10580 1.25715 2.89505
20 H -0.42611 0.94013 2.04463
21 H -0.69471 0.02284 4.28289
22 H -1.65690 1.52433 4.12913
23 H -1.43175 1.17406 6.70637
24 H 0.04551 1.77349 7.42055
25 H -0.31347 -1.04745 6.20327
26 H 0.09604 -0.59048 7.82810
27 H 3.30441 -1.24148 6.24726
28 H 1.88759 -2.24975 6.39688
29 H 2.51167 -1.53111 7.84427
30 C -7.14702 0.65997 -3.46554
31 O -5.85317 1.25390 -3.38473
32 C -5.38958 1.33191 -2.05437
33 C -4.24954 2.30368 -2.00476
34 N -4.67097 3.67220 -2.45713
35 H -4.91456 3.61356 -3.44909
36 H -5.52255 3.94389 -1.95980
37 C -3.60405 4.72351 -2.29392
38 C -3.19039 4.86522 -0.85111
39 O -4.34348 4.68364 -0.05587
40 C -4.01911 4.37157 1.29841
41 H -7.45119 0.71771 -4.51105
42 H -7.89864 1.22319 -2.90901
43 H -7.12087 -0.39768 -3.19601
44 H -5.01720 0.35207 -1.73979
45 H -6.18779 1.66001 -1.37652
46 H -3.34757 1.97632 -2.51988
47 H -3.89217 2.44817 -0.98542
48 H -3.97261 5.63066 -2.77180
49 H -2.80863 4.38391 -2.95992
50 H -2.78926 5.87025 -0.68550
51 H -2.40519 4.13917 -0.60598
52 H -3.84107 3.29445 1.38033
53 H -4.89602 4.60557 1.90025
54 H -3.18679 4.96783 1.67163
55 C 4.81389 -5.32599 0.66530
56 O 3.64131 -4.51371 0.76494
57 C 3.47704 -3.66640 -0.34256
58 C 2.14533 -2.96467 -0.19632
59 N 1.89315 -2.62901 1.25309
60 H 0.89434 -2.71881 1.45222
61 H 2.20750 -3.44446 1.81327
62 C 2.51264 -1.37996 1.75987
63 C 2.56420 -1.42869 3.28908
64 O 3.26355 -2.55557 3.76250
65 C 4.63356 -2.66280 3.38023
66 H 4.90668 -5.79339 -0.31696
67 H 4.74280 -6.12520 1.39857
68 H 5.69589 -4.71582 0.87200
69 H 3.49058 -4.23718 -1.27969
70 H 4.32668 -2.97399 -0.44650
71 H 1.34951 -3.65968 -0.45787
72 H 2.09624 -2.02599 -0.73936
73 H 1.93750 -0.54912 1.35108
74 H 3.51776 -1.32172 1.34853
75 H 1.53945 -1.56002 3.65795
76 H 2.96550 -0.53701 3.78061
77 H 5.01616 -1.84849 2.76552
78 H 4.78779 -3.63462 2.91460
79 H 5.26890 -2.70088 4.26989
80 C 6.08757 2.36973 -0.91514
81 O 4.76395 2.48045 -1.47690
82 C 4.07841 3.64663 -1.10700
83 C 2.70081 3.58040 -1.76730
84 N 2.86641 3.14488 -3.17725
85 H 3.44979 3.81585 -3.69045
86 H 3.41770 2.28021 -3.14746
87 C 1.60166 2.90827 -3.96411
88 C 1.99457 2.72406 -5.40576
89 O 2.43743 3.98553 -5.84657
90 C 2.96918 3.96454 -7.16532
91 H 6.16863 2.93187 0.01220
92 H 6.81614 2.62113 -1.68216
93 H 6.22362 1.31242 -0.68188
94 H 4.60612 4.55211 -1.42726
95 H 3.91369 3.68517 -0.02453
96 H 2.26125 4.57502 -1.72264
97 H 2.08607 2.85079 -1.24108
98 H 1.04411 3.82910 -3.80264
99 H 1.06346 2.04218 -3.58570
100 H 1.13808 2.35209 -5.97875
101 H 2.80163 1.98895 -5.52926
102 H 3.71796 3.17603 -7.29720
103 H 3.51186 4.89699 -7.31239
104 H 2.19938 3.87885 -7.93223
105 C -4.27733 -3.46142 -3.95206
106 O -4.15343 -3.60686 -2.54496
107 C -3.94656 -2.40333 -1.88314
108 C -3.57064 -2.66218 -0.43801
109 N -2.33551 -3.55193 -0.35139
110 H -1.58758 -3.00821 -0.80101
111 H -2.09860 -3.56910 0.64175
112 C -2.49133 -4.99712 -0.75374
113 C -1.48296 -5.85665 -0.03965
114 O -0.17359 -5.44534 -0.35259
115 C 0.82118 -6.37176 0.09561
116 H -4.42720 -4.44079 -4.38949
117 H -3.35860 -3.02002 -4.36242
118 H -5.07156 -2.76426 -4.23302
119 H -4.85101 -1.78022 -1.89693
120 H -3.15169 -1.79704 -2.34842
121 H -4.34520 -3.27714 0.02296
122 H -3.36774 -1.72790 0.07468
123 H -2.32906 -4.99833 -1.82763
124 H -3.49660 -5.37254 -0.58145
125 H -1.65743 -6.87872 -0.39883
126 H -1.66627 -5.91397 1.04379
127 H 1.19018 -6.09491 1.08988
128 H 1.65840 -6.24374 -0.58817
129 H 0.48335 -7.40496 0.14309